67
Properties=species:S:1:pos:R:3:forces:R:3 method="wB97M-V/def2-TZVPD" total_energy_ha=-3076.235965 homo_lumo_gap_ev="5.744 / 4.923" homo_ev="-13.56 / -13.56" spin_multiplicity=2 total_charge=+2 de_lowest_kcal_mol=65.9
Ir 0.79476 -1.01014 0.93808 -0.9 -2.7 3.0
C -1.12103 -1.49054 -4.29219 0.0 0.0 0.0
C -2.21283 -1.49244 -3.43125 0.0 0.0 0.0
C -2.03212 -1.71781 -2.07894 0.0 -0.2 0.1
C -0.74573 -1.94495 -1.57927 -0.1 -0.1 -0.1
C 0.35018 -1.92980 -2.44305 0.1 0.0 0.1
C 0.15782 -1.72159 -3.79483 0.0 0.0 0.0
N -0.50939 -2.15895 -0.20504 0.1 0.9 -0.7
C -1.19118 -3.08357 0.50857 0.1 0.0 0.0
C -2.17119 -3.96826 0.00618 0.0 0.0 0.0
C -2.79599 -4.83951 0.86823 0.0 0.0 0.1
C -2.42506 -4.91836 2.22023 -0.1 0.0 -0.1
C -1.41249 -4.11936 2.72001 0.2 0.1 0.2
C -0.81184 -3.20543 1.87164 -0.2 -0.2 -0.1
N 0.22614 -2.34307 2.24600 1.2 0.3 -0.5
N 0.74993 -2.40657 3.37949 -0.3 -0.1 0.5
C 1.76492 -1.47265 3.57715 0.1 0.1 -0.1
C 2.47673 -1.45713 4.75844 0.0 -0.2 0.2
C 3.51021 -0.53978 4.90193 0.0 0.0 0.0
C 3.77569 0.34326 3.86936 0.0 -0.1 0.0
C 3.00117 0.28906 2.71669 0.1 0.1 0.0
N 2.01622 -0.59629 2.57613 0.1 0.6 -0.6
H -1.26626 -1.31088 -5.34911 0.0 0.0 0.0
H -3.20952 -1.32546 -3.81775 0.0 0.1 0.0
H -2.87599 -1.69700 -1.39930 0.0 0.0 0.0
H 1.33901 -2.13708 -2.05361 0.0 0.0 0.0
H 1.00730 -1.75438 -4.46437 0.0 0.0 0.0
H -2.41907 -3.96405 -1.04424 0.0 0.0 0.0
H -3.58094 -5.48391 0.49536 0.1 0.0 0.0
H -2.92141 -5.62137 2.87505 0.0 0.0 0.0
H -1.07899 -4.20257 3.74565 0.0 0.0 0.0
H 2.21718 -2.17053 5.52893 0.1 0.0 0.0
H 4.10738 -0.52244 5.80358 -0.1 0.0 0.0
H 4.57524 1.06694 3.94349 0.0 0.0 0.0
H 3.16713 0.96242 1.88657 0.0 0.0 0.0
S -1.73279 4.00919 -3.34837 0.0 0.0 0.0
C -1.07226 2.72167 -2.30508 0.0 0.1 -0.1
C 0.26464 2.36297 -2.38092 0.0 -0.1 0.0
C 0.75874 1.39885 -1.51611 -0.2 0.1 0.0
N -0.00809 0.77719 -0.60884 0.5 0.3 -0.1
C -1.31053 1.09466 -0.58101 0.1 0.0 0.0
C -1.88091 2.05023 -1.39287 0.0 0.0 0.0
C -1.71983 5.30320 -2.10608 0.0 -0.1 -0.1
C -0.58964 6.08925 -1.95333 0.0 0.1 0.1
C -0.61767 7.08534 -0.98394 -0.2 -0.2 0.0
N -1.67497 7.30420 -0.20674 0.0 0.1 0.1
C -2.75777 6.54992 -0.36912 0.2 -0.1 -0.1
C -2.83066 5.52934 -1.31074 -0.1 0.1 0.1
H 0.92308 2.83730 -3.09581 0.0 0.0 0.0
H 1.79907 1.11707 -1.54361 0.0 0.0 0.0
H -1.93364 0.54875 0.11841 0.0 0.0 -0.1
H -2.93804 2.26676 -1.32024 0.0 0.0 0.0
H 0.28427 5.93851 -2.57312 0.0 0.0 0.0
H 0.23885 7.73091 -0.82859 0.0 0.0 0.0
H -3.60292 6.76943 0.27322 0.0 0.0 0.0
H -3.73370 4.94384 -1.42364 0.0 0.0 0.0
N -0.69024 0.14003 2.24151 0.5 -0.2 -1.2
H -0.45288 0.00497 3.22023 0.0 0.0 0.0
H -1.66185 -0.13225 2.12256 0.0 0.0 0.0
H -0.60789 1.13221 2.03139 -0.1 0.0 0.0
Cl 5.08151 -0.46018 -1.93705 0.0 0.0 0.1
C 4.42052 -1.81610 -1.03741 -0.1 0.0 0.0
Cl 4.00342 -3.15910 -2.11815 0.0 0.0 0.0
C 3.15382 -1.42118 -0.27660 0.3 -0.1 -0.1
O 2.54043 -2.32659 0.38774 -1.6 0.9 -0.1
O 2.70987 -0.27508 -0.31156 0.3 0.6 -0.4
H 5.18206 -2.17108 -0.34995 0.0 -0.1 0.0

***

16
Properties=species:S:1:pos:R:3:forces:R:3 method="wB97M-V/def2-TZVPD" total_energy_ha=-325.856146 homo_lumo_gap_ev=10.591 homo_ev=-9.91 total_charge=0 de_lowest_kcal_mol=51.1
C 0.86044 -0.78368 -0.67788 -0.1 0.1 0.0
C 0.98603 0.39136 0.29758 0.1 0.1 0.2
O 1.24697 1.65889 -0.21704 0.4 0.3 -0.1
C -0.45988 0.19505 0.80995 0.0 0.0 0.1
C -1.48594 1.05054 0.07137 0.0 0.1 -0.1
C -0.33211 -1.18444 0.22031 0.3 -0.1 -0.4
N -0.84686 -2.32516 0.37806 0.5 0.5 -0.2
H -0.22885 -2.76845 -0.29845 -0.6 -1.6 0.0
H 1.75013 -1.42660 -0.79688 -0.5 0.0 0.3
H 0.53153 -0.48672 -1.68306 -0.1 0.1 0.3
H 1.68616 0.08550 1.08937 0.0 0.3 0.0
H 2.03688 1.58298 -0.76278 0.0 0.2 0.0
H -0.58750 0.27166 1.89431 0.0 -0.1 -0.2
H -2.50096 0.81049 0.40218 0.2 0.0 0.0
H -1.43556 0.88617 -1.01019 0.0 0.1 0.2
H -1.28088 2.10654 0.25902 -0.1 -0.1 0.0

***

17
Properties=species:S:1:pos:R:3:forces:R:3 method="wB97M-V/def2-TZVPD" total_energy_ha=-380.289352 homo_lumo_gap_ev=10.382 homo_ev=-9.75 total_charge=0 de_lowest_kcal_mol=29.7
C -1.96694 -1.25105 -0.26640 -0.1 0.4 0.9
N -1.06266 -0.26983 0.04603 -0.1 -0.8 -0.5
C -0.13015 0.18683 -0.98950 -0.1 0.2 0.2
C 0.99524 1.03143 -0.39794 0.2 -0.4 0.8
N 1.26236 2.23328 -1.17499 0.0 -0.4 0.0
O -2.64358 -1.81159 0.56875 0.1 -0.2 -0.1
H -2.05792 -1.47407 -1.33316 0.0 0.1 -0.3
H -0.78109 -0.31580 1.01971 0.1 0.3 -0.1
H -0.69406 0.79022 -1.70234 0.1 0.0 -0.1
H 0.27714 -0.66574 -1.53054 0.1 0.0 -0.1
H 0.77044 1.22425 0.66393 -0.3 0.3 -0.2
H 1.90330 0.42294 -0.31263 0.0 0.1 -0.4
H 1.90655 2.81288 -0.65615 0.0 0.2 -0.1
H 0.39953 2.74202 -1.32594 0.1 0.1 0.1
H 1.11174 -1.75587 1.89864 0.2 0.2 0.2
H 0.01508 -2.29785 2.73423 0.1 0.4 0.4
O 0.69503 -1.60204 2.75830 -0.4 -0.6 -0.7

***

106
Properties=species:S:1:pos:R:3:forces:R:3 method="wB97M-V/def2-TZVPD" total_energy_ha=-20517.262915 homo_lumo_gap_ev=10.520 homo_ev=-10.43 total_charge=0 de_lowest_kcal_mol=0.0
O 1.05901 1.60812 -0.64912 3.5 1.4 -4.1
C 0.38893 1.38245 0.22893 -1.8 0.0 4.4
F -0.68108 0.66736 0.03374 -1.6 -0.9 0.4
C 0.73599 1.85287 1.63690 -0.8 -1.0 -0.2
O 2.15165 1.75823 1.70022 -0.4 -0.1 -2.0
C 2.58502 1.38136 2.85745 2.3 -0.8 -2.2
O 2.03599 1.49983 3.85140 -3.1 0.8 5.4
O 3.78071 0.78895 2.77915 1.2 0.4 -1.1
C 4.77199 1.45148 3.56115 0.0 -0.2 -0.2
C 6.05400 1.39939 2.73506 -5.7 6.1 -0.2
O 6.75322 0.55232 2.83852 6.3 -6.9 0.5
Br 6.39018 2.86316 1.48495 -0.2 0.1 -0.2
H 0.44633 2.87611 1.79638 -0.4 0.4 0.0
H 0.22306 1.18996 2.34091 0.8 0.3 0.1
H 4.95584 0.86117 4.44122 0.2 -0.2 0.5
H 4.50023 2.44670 3.85354 -0.4 0.4 -0.1
C -3.58461 0.86555 1.75081 0.0 0.1 -0.1
Cl -1.99981 1.19770 2.46453 -0.8 0.1 0.5
Cl -4.43311 2.36055 1.31609 0.0 -0.1 0.0
H -3.44292 0.26667 0.86027 0.1 0.1 -0.1
H -4.18381 0.32674 2.47001 0.0 0.1 0.1
C -4.88850 -2.45280 -0.24751 0.1 -0.3 0.2
Cl -3.84779 -1.38948 -1.20356 -0.1 0.2 -0.1
Cl -5.60403 -1.62059 1.14312 -0.1 -0.3 -0.3
H -5.68114 -2.84438 -0.87343 0.0 0.1 0.0
H -4.25195 -3.25093 0.11857 -0.2 0.1 0.0
C 5.38596 5.71465 5.33650 0.0 0.0 0.1
Cl 6.03355 4.17134 4.75552 0.3 0.3 0.2
Cl 3.77846 5.51515 6.04043 0.1 -0.1 0.1
H 6.05292 6.11106 6.09239 0.0 -0.1 0.1
H 5.32114 6.39811 4.50189 0.0 0.0 -0.1
C 3.25860 -2.31091 2.49997 0.1 -0.1 0.1
Cl 2.12166 -2.03112 1.17133 0.0 0.2 0.0
Cl 2.57100 -3.37431 3.73183 0.0 0.0 0.0
H 4.15232 -2.77349 2.09843 -0.1 -0.1 -0.1
H 3.50144 -1.35848 2.95391 -0.1 -0.1 0.0
C 2.05319 2.13996 -2.85273 0.5 -0.2 -0.4
Cl 0.53540 2.42946 -3.72220 -0.1 0.0 0.1
Cl 3.38746 1.81834 -3.96481 0.1 0.1 -0.2
H 2.29151 3.01960 -2.26724 0.0 0.0 -0.1
H 1.92162 1.28427 -2.20402 0.2 0.2 -0.8
C -2.35518 -5.77866 -0.85089 0.0 -0.1 0.1
Cl -2.08608 -4.21350 -0.08231 0.3 0.0 0.1
Cl -3.95813 -6.43950 -0.48157 0.0 0.3 0.3
H -2.26626 -5.65486 -1.91861 0.0 0.1 -0.1
H -1.60248 -6.46939 -0.49229 0.0 0.0 0.1
C -1.99820 5.44805 -2.38403 -0.1 0.0 -0.1
Cl -3.00558 4.62311 -1.19452 0.0 -0.1 0.0
Cl -1.03428 6.73724 -1.64316 0.1 0.0 -0.1
H -1.32609 4.72876 -2.83157 0.1 -0.1 0.1
H -2.63815 5.88182 -3.14304 0.0 0.1 0.1
C -1.43845 3.74921 -6.39989 0.1 0.0 0.1
Cl -2.32098 4.38931 -7.79337 0.1 0.0 0.0
Cl -2.48107 2.77440 -5.35879 0.0 0.1 0.1
H -0.62519 3.12918 -6.75751 -0.1 -0.1 0.0
H -1.04759 4.57961 -5.82453 -0.1 0.0 0.0
C -3.13988 -1.38726 -4.59358 0.2 0.1 0.2
Cl -3.53232 -3.10727 -4.63597 -0.1 -0.1 0.0
Cl -2.99196 -0.67847 -6.20334 0.0 -0.1 -0.1
H -3.91251 -0.85899 -4.04881 -0.1 -0.1 -0.1
H -2.18799 -1.27887 -4.08694 0.0 0.0 0.0
C -2.02361 -9.20488 -2.67609 0.0 -0.1 0.0
Cl -0.50510 -8.75221 -1.88354 0.0 -0.1 0.0
Cl -2.95223 -7.78233 -3.15790 0.0 -0.4 -0.6
H -1.80118 -9.78930 -3.56042 0.1 0.1 0.0
H -2.61417 -9.78881 -1.97959 0.0 0.1 0.1
C 1.90249 -4.96359 -1.12183 0.0 0.1 -0.1
Cl 0.78247 -4.67692 -2.46070 0.0 0.0 -0.1
Cl 1.19764 -6.03574 0.09666 0.1 0.0 0.1
H 2.80318 -5.42795 -1.50260 -0.2 0.0 -0.1
H 2.13954 -4.01148 -0.66006 -0.1 -0.1 0.1
C -7.48247 1.81057 3.75635 0.0 0.1 0.0
Cl -6.79786 0.27385 3.21121 -0.1 0.1 0.2
Cl -9.17248 1.63757 4.24019 0.0 0.0 0.0
H -6.91038 2.16381 4.60547 0.0 -0.1 0.1
H -7.42206 2.52265 2.94223 0.0 -0.1 -0.1
C 3.11126 9.59704 5.17527 0.0 0.0 0.1
Cl 4.53266 10.11373 6.08934 0.0 0.0 0.0
Cl 3.49679 8.27884 4.06299 -0.1 0.2 -0.2
H 2.35543 9.25292 5.87083 0.1 -0.1 0.0
H 2.73914 10.43728 4.60217 0.1 0.0 -0.1
C -1.29034 10.01843 -0.10039 0.0 0.0 0.0
Cl 0.32375 10.34360 0.54742 0.0 -0.1 0.0
Cl -2.15114 11.51401 -0.48116 -0.1 0.0 0.0
H -1.19055 9.43317 -1.00600 0.0 0.1 0.0
H -1.85810 9.46641 0.63850 0.0 0.1 0.1
C -5.19694 -9.80460 1.57565 -0.1 0.0 0.0
Cl -6.21929 -8.57327 0.82358 -0.1 -0.1 0.1
Cl -3.57108 -9.84126 0.87794 0.0 -0.1 0.0
H -5.11362 -9.58666 2.63324 0.1 0.1 0.0
H -5.65782 -10.77359 1.42906 0.0 0.0 -0.1
C 5.00947 -7.21010 0.20941 -0.1 -0.1 0.0
Cl 4.44808 -8.58004 -0.75193 0.0 0.0 0.0
Cl 5.11942 -5.73551 -0.76824 0.3 0.0 0.1
H 4.30778 -7.03984 1.01838 -0.1 0.0 -0.1
H 5.98856 -7.43896 0.60705 0.0 0.0 -0.2
C 8.69665 -8.80637 1.79968 0.1 0.0 0.0
Cl 8.47304 -9.02207 0.06054 0.0 0.0 0.0
Cl 7.17754 -8.38131 2.60068 0.1 -0.1 0.3
H 9.06502 -9.73237 2.22361 -0.1 -0.1 0.0
H 9.41069 -8.00891 1.96460 -0.1 0.1 0.0
C -4.67043 7.34365 -7.74256 0.0 -0.1 0.0
Cl -4.13313 8.73784 -6.79619 0.1 0.0 0.0
Cl -6.40572 7.06330 -7.55860 0.0 -0.1 0.0
H -4.45561 7.52827 -8.78813 -0.1 0.1 0.0
H -4.13654 6.46508 -7.40192 0.0 0.0 0.1

***

48
Properties=species:S:1:pos:R:3:forces:R:3 method="wB97M-V/def2-TZVPD" total_energy_ha=-2699.095773 homo_lumo_gap_ev="7.955 / 6.790" homo_ev="-14.70 / -14.66" spin_multiplicity=2 total_charge=+2 de_lowest_kcal_mol=0.0
Re 0.04672 -0.45891 0.04870 0.4 0.3 0.3
C -2.29728 -2.83552 0.12697 0.0 0.0 -0.1
C -2.50647 -2.19359 1.47860 0.0 0.0 0.1
S -0.95140 -1.40357 2.00589 0.0 0.0 -0.1
C -1.58616 0.01739 2.95486 0.0 0.0 0.0
C -0.52919 1.09544 3.10568 0.0 0.0 0.0
S 0.46615 1.41846 1.60333 0.0 0.0 0.0
C -0.28416 2.92385 0.95064 0.0 0.0 0.0
C -1.67263 2.66204 0.43559 0.0 0.0 -0.1
S -1.53888 1.27516 -0.72924 -0.1 0.0 0.0
C -3.22041 0.61209 -0.62289 0.0 0.0 0.0
C -3.24375 -0.65874 -1.43799 0.0 -0.1 0.0
S -1.76039 -1.68024 -1.16696 -0.1 -0.1 0.0
H -3.21052 -3.31397 -0.22757 0.0 0.0 0.0
H -1.51038 -3.59003 0.15343 0.0 0.0 0.0
H -2.74686 -2.95435 2.22081 0.0 0.0 0.0
H -3.31158 -1.45830 1.46585 0.0 0.0 0.0
H -1.89050 -0.34764 3.93552 0.0 0.0 0.0
H -2.46877 0.38871 2.43407 0.0 0.0 0.0
H 0.20916 0.81378 3.84990 0.0 0.0 0.0
H -0.99339 2.03550 3.40567 0.0 0.0 0.0
H 0.39264 3.24852 0.16061 0.0 0.0 0.0
H -0.27608 3.67406 1.74180 0.0 0.0 0.0
H -2.07426 3.50828 -0.12276 0.0 0.0 0.0
H -2.36747 2.39616 1.23179 0.0 0.0 0.0
H -3.90044 1.35907 -1.03391 0.0 0.0 0.0
H -3.46829 0.44555 0.42426 0.0 0.0 0.0
H -3.24138 -0.44387 -2.50584 0.0 0.0 0.0
H -4.12541 -1.26096 -1.21907 0.0 0.0 0.0
N 4.13642 1.31425 -2.78676 0.1 -0.1 0.1
C 2.77505 0.74859 -3.05162 0.1 -0.2 0.0
C 1.93148 0.97880 -1.80243 -0.2 -0.1 0.1
O 2.26382 1.82513 -0.99172 0.0 0.1 0.0
O 0.91888 0.18183 -1.73663 0.1 0.1 -0.1
H 4.82845 0.55419 -2.73867 0.0 -0.1 0.0
H 4.08190 1.77683 -1.86263 0.0 0.1 -0.1
H 4.43432 2.00144 -3.47850 0.0 -0.1 0.0
H 2.87803 -0.31821 -3.22914 0.0 0.0 -0.1
H 2.32947 1.21590 -3.92676 0.0 0.1 0.1
N 4.66748 -1.82747 -2.11224 0.0 0.4 -0.1
C 3.83986 -2.49529 -1.66486 0.0 0.0 -0.1
N 2.88605 -3.25438 -1.13873 -0.1 0.1 0.2
C 1.78651 -2.71283 -0.89727 0.0 0.0 0.0
N 0.72581 -2.24776 -0.64856 0.0 -0.5 -0.1
O 1.68410 -0.73817 2.87235 -0.1 0.0 0.0
C 2.40368 -0.76758 1.89892 0.0 0.1 0.0
O 2.00586 -0.56977 0.66433 -0.1 0.0 -0.2
H 3.48423 -0.93990 1.96318 0.0 0.0 0.0

***

14
Properties=species:S:1:pos:R:3:forces:R:3 method="wB97M-V/def2-TZVPD" total_energy_ha=-378.113640 homo_lumo_gap_ev=8.538 homo_ev=-13.42 total_charge=+1 de_lowest_kcal_mol=88.0
C -0.71052 0.66516 -1.54300 -4.1 0.7 1.4
C -0.20976 -1.24538 -0.24275 1.7 2.0 -0.3
C 0.88451 0.50609 0.93986 -0.8 -2.0 1.6
N 0.16581 -0.59254 1.04534 0.8 -0.7 2.6
N -1.20022 -0.27921 -0.74332 1.2 0.3 -2.0
O -2.31833 -0.36469 -0.22634 -0.3 0.3 0.3
O 1.42857 1.07950 1.95278 -1.1 -1.4 0.7
H -1.37733 1.52486 -1.73649 0.3 -0.8 0.1
H 0.11894 0.58179 -2.13834 2.1 -0.8 -0.8
H 0.73223 -1.16708 -0.81980 -0.8 -0.4 -0.2
H -0.52447 -2.26070 -0.22329 -0.6 -0.5 0.7
H 0.92999 0.87961 -0.03552 0.6 0.9 -1.4
H 0.00326 -1.06562 2.01023 0.3 1.1 -2.2
H 2.07733 1.73821 1.76065 0.7 1.1 -0.5

***

26
Properties=species:S:1:pos:R:3:forces:R:3 method="wB97M-V/def2-TZVPD" total_energy_ha=-1114.331896 homo_lumo_gap_ev=6.568 homo_ev=-4.32 total_charge=-1
C 2.59397 0.67323 0.52031 0.5 0.3 -0.2
C 2.08196 -0.23039 -0.59133 -0.4 -0.2 1.1
C 1.83399 -1.68878 -0.17501 0.1 0.8 -1.0
I 1.05369 -1.84497 1.82854 0.0 -0.2 -0.2
O 1.04266 -2.30875 -1.21856 0.3 0.9 0.3
C -0.09769 -2.95613 -0.84525 -0.2 1.6 -0.4
O -0.05669 -4.08028 -0.56273 0.3 -4.2 1.2
N -1.29459 -2.28638 -0.88455 1.1 1.7 -0.4
C -1.26268 -0.88466 -1.24993 -1.7 0.2 -0.4
O -1.28996 -0.02188 -0.15264 1.5 -0.2 0.5
O -2.54289 0.60632 -0.12248 -1.2 0.2 -0.2
H 3.04391 1.54615 0.05811 0.1 0.2 0.0
H 3.36841 0.21927 1.13337 0.1 -0.2 0.0
H 1.81317 1.04154 1.17235 -0.3 -0.1 0.1
H 2.79506 -0.24004 -1.40699 0.0 -0.1 -0.3
H 1.14200 0.17575 -0.92728 -0.2 0.2 -0.3
H 2.79249 -2.18298 -0.19212 0.1 -0.5 0.4
H -1.84465 -2.47290 -0.06031 -0.3 -0.3 -0.2
H -2.16154 -0.66990 -1.81955 -0.2 0.0 -0.1
H -0.42969 -0.63617 -1.88520 0.4 -0.3 0.0
H -2.68747 0.72992 0.82607 0.0 0.2 0.2
C -2.04699 3.81694 1.59778 -0.5 0.2 0.4
O -3.25144 3.63730 1.27184 0.0 0.0 0.1
O -1.18154 2.95047 0.89861 -0.1 0.0 -0.1
O -1.53688 4.57852 2.41538 0.2 0.1 0.0
H -1.87662 2.52880 0.37155 0.5 -0.2 -0.4